A.
The molecule C5H4O, computed with the ωB97M-V functional and the def2-TZVPD basis.

ORCA input file:
```
! wB97M-V def2-TZVPD RIJCOSX def2/J DEFGRID3
* xyz 0 1
C -1.84373 0.91145 -0.01114
C -2.12508 -0.38303 -0.01880
C -0.45269 0.89810 0.08312
C 0.74848 0.43302 0.06713
C 1.69862 -0.70021 -0.05936
O 2.09904 0.65726 0.08649
H -2.37934 1.73161 -0.28704
H -1.71215 -1.32054 0.38142
H 1.99771 -1.24710 0.85769
H 1.96915 -0.98056 -1.09951
*
```

Computed properties:
M	80.09	g/mol

natural (NBO) charges in e:
1 C -0.33
2 C -0.10
3 C 0.01
4 C 0.18
5 C -0.14
6 O -0.45
7 H 0.21
8 H 0.21
9 H 0.20
10 H 0.20

B.
The molecule C5H4O, computed with the ωB97M-V functional and the def2-TZVPD basis.

ORCA input file:
```
! wB97M-V def2-TZVPD RIJCOSX def2/J DEFGRID3
* xyz 0 1
C 1.31989 -0.05179 -1.06428
C -0.01169 1.22520 0.84918
C 0.83855 0.73478 0.00009
C 0.32510 -0.69962 -0.53008
C -0.86513 -0.88136 0.26833
O -1.04144 0.28449 1.08033
H 1.86909 -0.20230 -1.96573
H -0.00518 2.22412 1.17930
H -1.62495 -0.80910 -0.49438
H -0.80423 -1.82442 0.67725
*
```

Computed properties:
SMILES	C1=C2C=C2CO1
M	80.09	g/mol

natural (NBO) charges in e:
1 C -0.23
2 C -0.02
3 C -0.05
4 C 0.05
5 C -0.13
6 O -0.52
7 H 0.23
8 H 0.22
9 H 0.22
10 H 0.22

C.
A cluster of 2 separate species, C5H4O in total, computed with the ωB97M-V functional and the def2-TZVPD basis.

ORCA input file:
```
! wB97M-V def2-TZVPD RIJCOSX def2/J DEFGRID3
* xyz 0 1
C -0.01992 0.54877 1.07936
C -0.42634 1.27858 -0.23932
C -0.47086 2.13157 -1.09189
O -0.75674 0.43383 2.01158
H 1.07387 0.42931 1.09491
H -0.44309 2.80177 -1.90724
C -0.20349 -1.54046 -0.25463
C 0.67989 -2.34456 -0.12998
H 1.44988 -3.04603 0.03844
H -0.88320 -0.69277 -0.60122
*
```

Computed properties:
SMILES	C#CC=O.C#C
M	80.09	g/mol

natural (NBO) charges in e:
1 C 0.39
2 C -0.17
3 C -0.17
4 O -0.48
5 H 0.16
6 H 0.24
7 C -0.27
8 C -0.22
9 H 0.24
10 H 0.27

Which structure is most stable? C, by 38.7 kJ/mol over the runner-up.

A.
A cluster of 2 separate species, C7H11BO2 in total, computed with the ωB97M-V functional and the def2-TZVPD basis.

ORCA input file:
```
! wB97M-V def2-TZVPD RIJCOSX def2/J DEFGRID3
* xyz 0 1
B 2.21307 0.17148 0.06456
C -3.57112 -0.97850 0.70478
C 0.41926 3.10369 -0.44907
C -2.56646 -0.59623 -0.04337
C -1.79831 0.55648 0.10546
C -0.69837 0.76215 -0.64309
C 0.22875 1.76947 -0.50486
C 3.15522 -1.97251 -0.49398
O 2.26072 0.30501 1.39804
O 2.43473 -0.82010 -0.82617
H -4.10185 -1.85036 0.41874
H -3.96639 -0.59587 1.65162
H -0.45970 3.70016 -0.48759
H 1.39765 3.59921 -0.34704
H -2.27269 -1.19629 -0.88037
H -2.11882 1.28534 0.96525
H -0.56962 0.22891 -1.53795
H 2.48584 -2.45052 0.25630
H 4.18999 -1.60464 -0.15440
H 3.35472 -2.61100 -1.27284
H 1.58199 0.90790 1.80146
*
```

Computed properties:
M	137.98	g/mol

natural (NBO) charges in e:
1 B 1.20
2 C -0.40
3 C -0.49
4 C -0.22
5 C -0.25
6 C -0.29
7 C -0.11
8 C -0.24
9 O -0.95
10 O -0.74
11 H 0.19
12 H 0.19
13 H 0.19
14 H 0.21
15 H 0.19
16 H 0.20
17 H 0.22
18 H 0.19
19 H 0.18
20 H 0.19
21 H 0.54

B.
The molecule C7H11BO2, computed with the ωB97M-V functional and the def2-TZVPD basis.

ORCA input file:
```
! wB97M-V def2-TZVPD RIJCOSX def2/J DEFGRID3
* xyz 0 1
C -3.61126 2.05517 1.64229
C -2.85080 1.80275 0.75415
C -1.75772 1.44576 -0.18241
C -0.71985 0.54754 0.58232
C -0.52236 -0.82928 -0.13321
B 0.64198 -0.63068 -1.19442
C 1.87509 -1.65166 -1.13549
C 3.03013 -1.03327 -0.35813
O 4.05567 -0.71876 -0.86329
O 2.80351 -0.88836 1.00047
H -4.11526 2.08048 2.57886
H -1.28181 2.37715 -0.49948
H -2.16399 0.89825 -1.03529
H -1.18443 0.32797 1.54800
H 0.21008 1.09758 0.75566
H -1.46533 -1.15405 -0.58758
H -0.18308 -1.55070 0.62017
H 0.61758 0.25456 -1.98893
H 1.55221 -2.52512 -0.55095
H 2.22008 -1.96673 -2.12245
H 2.84957 0.06138 1.16970
*
```

Computed properties:
SMILES	C#CCCCBCC(=O)O
M	137.98	g/mol

natural (NBO) charges in e:
1 C -0.27
2 C 0.01
3 C -0.48
4 C -0.37
5 C -0.78
6 B 0.71
7 C -0.87
8 C 0.81
9 O -0.54
10 O -0.73
11 H 0.24
12 H 0.24
13 H 0.23
14 H 0.23
15 H 0.20
16 H 0.24
17 H 0.23
18 H -0.09
19 H 0.24
20 H 0.26
21 H 0.49

Which structure is most stable? B, by 123.2 kJ/mol over the runner-up.

A.
The ion CH8N5 with charge +1, computed with the ωB97M-V functional and the def2-TZVPD basis.

ORCA input file:
```
! wB97M-V def2-TZVPD RIJCOSX def2/J DEFGRID3
* xyz 1 1
C -0.73053 -0.30319 0.06570
N -1.29527 -1.36734 0.21384
N -1.54104 0.96888 -0.01382
N 1.48998 -1.19621 -0.12946
N 0.64682 -0.04417 -0.09060
N 1.15006 1.21949 -0.22479
H -0.92984 -2.24481 0.38940
H -0.84532 1.41762 -0.66538
H -1.42089 1.34597 0.94918
H 1.66255 -1.63821 0.77447
H 0.96755 -1.86452 -0.70208
H 1.91709 1.23886 -0.89969
H -2.51681 0.82751 -0.32383
H 1.44564 1.64011 0.65705
*
```

Computed properties:
SMILES	[H]/N=C(/[NH3+])N(N)N
M	90.11	g/mol

natural (NBO) charges in e:
1 C 0.54
2 N -0.68
3 N -0.74
4 N -0.63
5 N -0.16
6 N -0.67
7 H 0.40
8 H 0.48
9 H 0.46
10 H 0.37
11 H 0.37
12 H 0.41
13 H 0.48
14 H 0.37

B.
A cluster of 2 separate species, CH8N5 in total, computed with the ωB97M-V functional and the def2-TZVPD basis.

ORCA input file:
```
! wB97M-V def2-TZVPD RIJCOSX def2/J DEFGRID3
* xyz 1 1
C -0.05558 0.80957 -0.16526
N 1.15468 0.53532 0.05240
N 2.23098 0.92916 0.54440
N -1.16504 0.64289 0.63152
N 3.40472 0.44016 0.51555
N -2.29834 -1.43766 -0.72744
H -0.37965 1.06521 -1.13670
H -1.08455 0.55856 1.57606
H -2.11587 0.67971 0.31951
H 3.69413 -0.51413 0.16517
H 4.11099 0.99884 1.03204
H -2.94597 -0.72471 -1.02533
H -2.92624 -2.18549 -0.47715
H -1.62425 -1.79743 -1.30478
*
```

Computed properties:
M	90.11	g/mol

natural (NBO) charges in e:
1 C 0.36
2 N -0.24
3 N 0.14
4 N -0.67
5 N -0.48
6 N -1.10
7 H 0.21
8 H 0.40
9 H 0.43
10 H 0.41
11 H 0.43
12 H 0.36
13 H 0.38
14 H 0.37

Which structure is most stable? A, by 49.0 kJ/mol over the runner-up.

A.
A structure of composition C7H8AlF9O10S3, computed with the ωB97M-V functional and the def2-TZVPD basis.

ORCA input file:
```
! wB97M-V def2-TZVPD RIJCOSX def2/J DEFGRID3
* xyz 0 1
Al -0.38875 0.66034 1.01591
C -2.42886 3.29153 -3.39984
F -3.35308 3.96449 -2.76379
F -2.74924 3.20742 -4.68355
F -1.23705 3.85513 -3.28817
S -2.22785 1.53397 -2.70035
O -1.59614 0.72334 -3.75693
O -1.52572 1.61039 -1.43231
O -3.54568 0.93686 -2.53926
C -3.24951 3.37650 4.64676
F -3.43740 3.89852 5.85872
F -4.34790 2.75111 4.26642
F -2.96254 4.35587 3.81460
S -1.81940 2.13868 4.82254
O -0.65762 2.74532 5.48373
O -2.43327 1.04070 5.53515
O -1.51282 1.75632 3.44671
C 2.14962 -0.14730 -3.22340
F 2.70910 -0.56941 -4.32284
F 2.96779 -0.13867 -2.18578
F 1.72284 1.10935 -3.40433
S 0.61126 -1.11599 -2.81673
O 0.87883 -2.51121 -2.85316
O 0.17824 -0.62404 -1.51460
O -0.32307 -0.67720 -3.90887
C 3.14765 -2.87885 0.22426
C 2.01088 -3.86343 0.46311
C 0.91706 -3.00185 1.10839
O 1.38665 -1.64875 1.16015
C 2.82369 -1.72443 1.16658
H 3.04375 -2.52473 -0.80355
H 4.12975 -3.33590 0.32664
H 2.27133 -4.70423 1.11065
H 1.75358 -4.36378 -0.46991
H 0.59431 -3.33043 2.09607
H 0.07907 -2.97231 0.40738
H 3.13175 -2.05614 2.16554
H 3.28874 -0.76717 0.94804
*
```

Computed properties:
M	546.30	g/mol

natural (NBO) charges in e:
1 Al 0.95
2 C 0.79
3 F -0.27
4 F -0.29
5 F -0.29
6 S 2.23
7 O -0.58
8 O -0.90
9 O -0.75
10 C 0.73
11 F -0.32
12 F -0.31
13 F -0.32
14 S 2.29
15 O -0.91
16 O -0.93
17 O -1.04
18 C 0.74
19 F -0.28
20 F -0.29
21 F -0.31
22 S 2.26
23 O -0.80
24 O -0.90
25 O -0.53
26 C -0.43
27 C -0.44
28 C -0.08
29 O -0.57
30 C -0.07
31 H 0.20
32 H 0.23
33 H 0.21
34 H 0.22
35 H 0.19
36 H 0.19
37 H 0.17
38 H 0.20

B.
A structure of composition C7H8AlF9O10S3, computed with the ωB97M-V functional and the def2-TZVPD basis.

ORCA input file:
```
! wB97M-V def2-TZVPD RIJCOSX def2/J DEFGRID3
* xyz 0 1
Al 0.94204 1.38028 -0.76631
C -3.61093 -0.46267 -3.30675
F -3.56961 0.39065 -4.31360
F -4.83601 -0.89687 -3.07646
F -2.82973 -1.49934 -3.57461
S -3.00735 0.44941 -1.78670
O -3.54225 1.76890 -1.97998
O -3.56405 -0.25643 -0.62916
O -1.55818 0.38226 -1.75982
C -3.43136 4.18285 0.01652
F -4.71099 4.02852 -0.10864
F -2.83188 4.41087 -1.14609
F -3.18304 5.26627 0.78785
S -2.61354 2.77397 0.95425
O -1.32073 2.58679 0.32633
O -2.58922 3.19265 2.32378
O -3.45774 1.56633 0.82469
C 0.21277 -3.25547 1.05961
F 1.30018 -2.58055 1.44387
F 0.53751 -4.33584 0.38485
F -0.44470 -3.62118 2.16384
S -0.90300 -2.12313 0.07068
O 0.00554 -1.11853 -0.47357
O -1.56778 -2.93005 -0.91431
O -1.80197 -1.51186 1.04192
C 4.64887 -0.10347 1.66585
C 4.79036 -1.33224 0.76531
C 3.65414 -1.13543 -0.24089
O 2.69196 -0.23627 0.36845
C 3.14405 0.13973 1.65694
H 5.20063 0.71452 1.19466
H 5.00467 -0.19620 2.69066
H 4.71015 -2.25546 1.33915
H 5.75112 -1.35999 0.25327
H 3.13124 -2.07142 -0.42731
H 4.00602 -0.65367 -1.15195
H 2.68720 -0.48672 2.42898
H 2.95560 1.18881 1.89472
*
```

Computed properties:
M	546.30	g/mol

natural (NBO) charges in e:
1 Al 0.92
2 C 0.76
3 F -0.29
4 F -0.29
5 F -0.29
6 S 2.27
7 O -0.84
8 O -0.61
9 O -0.84
10 C 0.74
11 F -0.28
12 F -0.30
13 F -0.32
14 S 2.27
15 O -0.93
16 O -0.80
17 O -0.67
18 C 0.72
19 F -0.32
20 F -0.30
21 F -0.31
22 S 2.30
23 O -0.95
24 O -0.87
25 O -0.80
26 C -0.42
27 C -0.44
28 C -0.07
29 O -0.59
30 C -0.07
31 H 0.20
32 H 0.23
33 H 0.22
34 H 0.22
35 H 0.20
36 H 0.18
37 H 0.18
38 H 0.19

Which structure is most stable? B, by 68.8 kJ/mol over the runner-up.

A.
A structure of composition C4H3N2O, computed with the ωB97M-V functional and the def2-TZVPD basis.

ORCA input file:
```
! wB97M-V def2-TZVPD RIJCOSX def2/J DEFGRID3
* xyz 1 1
C 0.35465 -0.34778 2.36624
C 0.08301 0.97996 -1.00081
C -0.41592 -0.17394 1.26741
C 0.04015 1.19893 1.16523
N 0.36429 1.80571 0.12388
N -0.41203 -0.16660 -0.87188
O 0.51425 1.05572 2.43769
H 0.72587 -1.02254 3.00954
H 0.37020 1.43383 -2.06168
H -0.59523 -0.96255 -1.44984
*
```

Computed properties:
M	95.08	g/mol

natural (NBO) charges in e:
1 C 0.22
2 C 0.35
3 C 0.15
4 C 0.55
5 N -0.40
6 N -0.50
7 O -0.36
8 H 0.26
9 H 0.27
10 H 0.46

B.
The ion C4H3N2O with charge +1, computed with the ωB97M-V functional and the def2-TZVPD basis.

ORCA input file:
```
! wB97M-V def2-TZVPD RIJCOSX def2/J DEFGRID3
* xyz 1 1
C -1.10733 -0.14172 -0.21744
C -0.72202 0.71943 -1.18555
C 1.18686 0.40588 -0.25937
C 0.05403 -0.44042 0.63578
N 0.59908 1.00837 -1.14658
N 0.37981 -1.09720 1.60970
O 0.69396 -1.49998 2.61459
H -2.08200 -0.60613 0.09957
H -1.26498 1.22398 -2.00961
H 2.26261 0.42779 -0.14109
*
```

Computed properties:
SMILES	O=NC1=CC=[N+]=C1
M	95.08	g/mol

natural (NBO) charges in e:
1 C -0.25
2 C 0.05
3 C 0.21
4 C 0.05
5 N -0.32
6 N 0.43
7 O 0.00
8 H 0.29
9 H 0.28
10 H 0.26

Which structure is most stable? B, by 155.0 kJ/mol over the runner-up.

A.
The ion C9H11N2O with charge +1, computed with the ωB97M-V functional and the def2-TZVPD basis.

ORCA input file:
```
! wB97M-V def2-TZVPD RIJCOSX def2/J DEFGRID3
* xyz 1 1
C -2.86546 1.25084 0.25046
C -2.18433 1.88846 1.28623
C -2.16616 0.39621 -0.53445
C -0.81071 1.55444 1.54162
C -0.70749 0.27062 -0.44963
C -0.06447 0.78216 0.69162
C 2.37074 -1.67236 1.67608
C -0.24836 -0.38402 -1.59724
C 1.73517 -0.91462 0.42042
N 1.17770 0.35894 0.91930
N 0.93697 -0.54931 -2.14084
O 2.42649 -1.07566 2.72980
H -3.94185 1.26940 0.09949
H -2.64621 2.60404 2.06396
H -2.65207 -0.07413 -1.32620
H -0.45695 2.15441 2.39005
H 2.71990 -2.61428 1.22679
H -1.09158 -0.77218 -2.25124
H 0.96866 -1.52058 0.02595
H 1.64325 0.58500 1.82338
H 1.84245 -0.06672 -1.76893
H 0.95477 -0.83589 -3.10028
H 2.45239 -0.90742 -0.27905
*
```

Computed properties:
SMILES	[NH2+]=Cc1ccccc1NCC=O
M	163.20	g/mol

natural (NBO) charges in e:
1 C -0.28
2 C -0.05
3 C -0.05
4 C -0.30
5 C -0.25
6 C 0.27
7 C 0.45
8 C 0.22
9 C -0.32
10 N -0.55
11 N -0.71
12 O -0.48
13 H 0.25
14 H 0.25
15 H 0.21
16 H 0.25
17 H 0.15
18 H 0.23
19 H 0.22
20 H 0.44
21 H 0.43
22 H 0.43
23 H 0.19

B.
A cluster of 2 separate species, C9H11N2O in total, computed with the ωB97M-V functional and the def2-TZVPD basis.

ORCA input file:
```
! wB97M-V def2-TZVPD RIJCOSX def2/J DEFGRID3
* xyz 1 1
C -2.77115 1.08065 0.51204
C -2.24319 1.69917 -0.63850
C -2.20023 -0.04908 1.08470
C -0.99254 1.24298 -1.12637
C -1.11829 -0.66887 0.47588
C -0.52832 -0.00828 -0.62948
C 3.23902 1.00060 0.61482
C -0.42221 -1.99731 0.60101
C 0.39461 -0.89349 -1.21632
N 2.09405 0.56960 0.32267
N 0.35775 -2.04570 -0.60185
O 4.23833 0.47195 -0.07100
H -3.54856 1.62743 0.85642
H -2.87989 2.58060 -0.89294
H -2.49761 -0.59966 1.90366
H -0.47635 1.72351 -1.93362
H 3.40117 1.78597 1.34680
H 0.07944 -1.95275 1.60019
H -1.24987 -2.87822 0.55232
H 1.03917 -0.61434 -2.15114
H 1.37566 0.94307 0.94634
H 3.88907 -0.11460 -0.77823
H 0.81993 -2.90324 -0.77742
*
```

Computed properties:
M	163.20	g/mol

natural (NBO) charges in e:
1 C -0.13
2 C -0.19
3 C -0.20
4 C -0.13
5 C 0.04
6 C -0.17
7 C 0.45
8 C -0.28
9 C 0.28
10 N -0.80
11 N -0.46
12 O -0.65
13 H 0.23
14 H 0.25
15 H 0.23
16 H 0.24
17 H 0.19
18 H 0.28
19 H 0.26
20 H 0.28
21 H 0.35
22 H 0.49
23 H 0.44

Which structure is most stable? B, by 52.0 kJ/mol over the runner-up.

A.
The molecule C4H3I, computed with the ωB97M-V functional and the def2-TZVPD basis.

ORCA input file:
```
! wB97M-V def2-TZVPD RIJCOSX def2/J DEFGRID3
* xyz 0 1
C 1.01208 1.25759 -0.34671
C 0.49270 0.35591 0.34302
C 0.47112 -0.93118 -0.25850
C -0.62171 -0.74925 0.53924
I -2.56442 0.11859 -0.16122
H 1.65106 2.09990 -0.43912
H 0.31629 -0.99725 -1.29934
H -0.75713 -1.15431 1.62262
*
```

Computed properties:
M	177.97	g/mol

natural (NBO) charges in e:
1 C -0.01
2 C -0.10
3 C -0.36
4 C -0.21
5 I -0.04
6 H 0.24
7 H 0.21
8 H 0.27

B.
The molecule C4H3I, computed with the ωB97M-V functional and the def2-TZVPD basis.

ORCA input file:
```
! wB97M-V def2-TZVPD RIJCOSX def2/J DEFGRID3
* xyz 0 1
C 0.94612 -0.50153 -0.00336
C -1.64680 1.47484 -0.09980
C -0.01754 0.81027 -0.06044
C 1.32041 -1.63815 -0.01830
I -2.95481 -0.07529 -0.09044
H -0.08954 1.01806 1.02176
H 0.51713 1.38766 -0.74232
H 1.92503 -2.47584 -0.00711
*
```

Computed properties:
M	177.97	g/mol

natural (NBO) charges in e:
1 C -0.03
2 C -0.10
3 C -0.58
4 C -0.24
5 I 0.24
6 H 0.26
7 H 0.23
8 H 0.23

Which structure is most stable? A, by 60.6 kJ/mol over the runner-up.